Record 1
84
Properties=species:S:1:pos:R:3:forces:R:3:mulliken_charge:R:1 method="wB97M-V/def2-TZVPD" lumo_ha="0.142 / 0.142" s2=8.79 spin_multiplicity=6 largest_force_ev_per_a=2.0 homo_energy_ev="1.2 / -1.7" charge=-2 e_tot_ev=-100778.277
Ru -0.30681 0.43104 -0.22494 0.590 0.144 0.863 0.650
C -2.21599 3.23175 -0.44584 -0.030 -0.003 0.073 -0.872
N -0.79046 3.19362 -0.72058 -0.073 0.182 0.105 1.612
C -0.48880 3.86005 -1.97282 0.091 -0.049 -0.101 -1.070
C 0.01730 3.66282 0.36565 0.232 -0.245 0.128 -0.381
C -0.23329 4.87664 0.97510 0.003 0.053 -0.005 -0.346
C 0.51931 5.30757 2.05866 -0.021 0.051 0.117 -0.851
C 1.52714 4.49066 2.53808 -0.020 0.173 0.055 -1.086
C 1.81683 3.28625 1.92269 0.002 -0.307 -0.120 -0.673
C 1.09526 2.83890 0.80383 -0.190 0.701 0.072 0.184
N 1.29550 1.66938 0.11648 -0.885 -0.373 -0.008 1.780
C 2.49096 1.06325 -0.14661 0.831 -0.473 -0.355 -0.150
C 3.76035 1.43988 0.31034 -0.343 0.078 -0.004 -1.393
C 4.86083 0.62983 0.08049 0.246 -0.228 -0.042 -0.676
C 4.73442 -0.55640 -0.61987 0.177 0.089 -0.057 -1.058
C 3.52004 -0.86896 -1.21949 -0.109 0.211 -0.146 -0.387
C 2.42440 -0.05594 -1.02878 0.794 0.437 0.342 -0.089
N 1.21454 -0.12816 -1.81130 -0.321 -0.104 0.240 2.085
C 0.89117 -1.42546 -2.38767 -0.069 -0.666 -0.169 -1.194
C 1.39352 0.84393 -2.89699 -0.112 0.380 -0.505 -1.115
H -2.61934 4.25807 -0.40324 0.002 -0.021 -0.026 0.393
H -2.39564 2.71427 0.49491 -0.091 0.098 -0.037 0.100
H -2.73111 2.68791 -1.23619 -0.065 -0.003 -0.097 0.077
H -0.90445 4.88298 -2.00225 0.046 0.005 -0.001 0.381
H -0.91081 3.27936 -2.79195 -0.030 0.000 -0.052 -0.016
H 0.59044 3.92547 -2.10835 0.027 -0.029 0.001 0.327
H -1.02723 5.50834 0.59355 -0.074 -0.062 0.005 0.297
H 0.29466 6.24893 2.54181 0.006 0.066 0.007 0.362
H 2.08556 4.78536 3.41787 0.054 -0.005 0.026 0.327
H 2.56527 2.64584 2.36315 0.059 -0.070 -0.048 0.375
H 3.88437 2.36326 0.85354 0.011 -0.009 0.082 0.609
H 5.82851 0.92320 0.47429 -0.039 -0.007 0.031 0.379
H 5.57866 -1.22186 -0.73909 0.038 -0.012 0.006 0.402
H 3.43399 -1.76247 -1.81908 -0.060 -0.063 -0.030 0.324
H 1.65244 -1.76403 -3.10552 -0.016 0.122 0.042 0.375
H -0.05872 -1.33433 -2.91583 0.066 0.067 0.008 0.028
H 0.76877 -2.17733 -1.60916 0.035 0.054 0.017 0.319
H 2.21299 0.52590 -3.56177 -0.106 -0.018 0.181 0.369
H 1.64062 1.81963 -2.48037 -0.015 -0.040 0.021 0.251
H 0.46668 0.93049 -3.46002 0.082 -0.029 0.009 0.138
Cl -6.71160 -0.68041 -4.45502 -0.237 -0.111 -0.035 -0.283
C -5.10792 -0.31636 -3.86425 -0.478 -0.327 0.218 0.352
C -4.32541 0.54416 -4.62407 1.074 0.144 0.683 -0.759
C -3.07213 0.86305 -4.13554 -0.844 0.312 -1.105 0.636
Cl -2.07454 1.92904 -5.08864 0.048 0.026 0.034 -0.243
C -2.54418 0.39358 -2.90349 0.580 -0.391 0.915 -0.894
O -1.41607 0.77499 -2.48313 -0.621 -0.013 -0.047 0.110
C -3.37788 -0.55962 -2.19731 -0.172 0.973 -1.125 1.178
C -2.90191 -1.18841 -1.01802 1.243 -0.637 1.401 -0.703
O -1.80152 -1.06017 -0.44384 -1.711 0.024 -0.703 -0.397
C -4.66461 -0.86984 -2.69020 0.569 0.133 0.111 -1.158
H -4.68527 0.95605 -5.55384 0.016 0.010 -0.052 0.438
H -3.60162 -1.91617 -0.56775 0.177 -0.011 -0.047 0.237
H -5.28786 -1.55258 -2.13095 -0.083 -0.089 0.000 0.430
C -2.58648 -0.07506 3.02495 0.255 0.184 -0.348 -1.744
C -1.30682 0.75628 2.75122 -0.015 -0.023 1.604 1.437
C -0.10571 0.00740 3.36999 -0.344 0.098 -0.194 -1.611
C -1.43003 2.13072 3.46220 -0.020 -0.221 -0.357 -1.467
N -1.17133 0.95967 1.37299 0.233 -0.295 -1.803 0.180
H -2.62269 -0.38124 4.07014 0.007 -0.007 0.071 0.413
H -2.56695 -0.95696 2.38814 -0.015 -0.155 0.033 0.300
H -3.47820 0.50560 2.78924 -0.088 0.061 -0.029 0.360
H -0.15701 0.02258 4.46007 -0.077 0.107 0.105 0.532
H 0.82552 0.46821 3.04381 0.096 -0.011 0.003 0.215
H -0.10766 -1.02152 3.02557 0.148 -0.033 0.005 0.191
H -1.64830 2.00219 4.52315 -0.010 -0.074 0.060 0.495
H -2.22443 2.72160 3.00666 -0.087 0.073 -0.018 0.298
H -0.49356 2.67386 3.35548 0.058 0.117 0.016 0.209
O -1.74604 -5.70936 0.57699 -0.299 -0.005 0.086 -0.756
S -0.52468 -5.29235 -0.08583 0.863 0.051 0.382 0.996
O -0.37099 -5.82813 -1.42624 -0.079 -0.067 -0.302 -0.761
N -0.32072 -3.67745 -0.05551 -1.381 -1.072 -0.806 -0.275
C 0.72510 -3.35602 0.68569 1.326 -0.761 0.984 0.919
S 1.22955 -1.75651 0.98327 -0.110 1.069 0.151 -0.474
C 1.47917 -4.45305 1.24269 -0.433 1.097 -0.357 0.110
C 2.65879 -4.41782 1.99937 0.423 -0.230 0.328 -0.813
C 3.22583 -5.60657 2.40274 0.123 0.497 0.071 -0.615
C 2.64453 -6.84098 2.07785 -0.060 -0.560 -0.035 -0.539
C 1.47328 -6.87929 1.31905 -0.063 -0.143 -0.054 -0.450
C 0.91217 -5.69767 0.91358 -0.760 0.214 -0.513 -0.326
H 3.09644 -3.45891 2.24017 0.086 0.021 0.046 0.402
H 4.14515 -5.59802 2.97865 0.031 0.054 0.038 0.343
H 3.11120 -7.76200 2.40830 -0.023 -0.024 -0.015 0.338
H 1.02554 -7.82614 1.04894 -0.070 -0.101 -0.028 0.364

---

Record 2
99
Properties=species:S:1:pos:R:3:forces:R:3:mulliken_charge:R:1 method="wB97M-V/def2-TZVPD" lumo_ha="0.138 / 0.138" s2=0.79 spin_multiplicity=2 largest_force_ev_per_a=0.5 homo_energy_ev="-1.3 / -1.3" charge=-2 e_tot_ev=-156024.558
K 2.87711 -0.82637 -1.00676 0.104 -0.027 -0.192 0.814
O 1.36016 1.61700 1.93604 -0.163 -0.018 -0.231 -0.757
S 0.55334 1.38173 0.69631 0.014 0.015 0.167 1.182
C -0.09020 3.06803 0.36159 0.094 -0.065 -0.102 -0.553
C -0.12912 3.95590 1.42341 -0.011 0.091 0.080 -0.425
C -0.43504 5.28508 1.17875 -0.006 -0.037 -0.021 -0.800
C -0.64588 5.72554 -0.12534 0.005 -0.067 -0.038 -0.786
C -0.56908 4.83110 -1.18344 -0.022 0.116 0.110 0.150
C -0.31127 3.48325 -0.94617 -0.015 -0.161 -0.119 -0.265
P -0.16327 2.11088 -2.16120 0.020 -0.075 -0.172 2.097
C 1.42501 2.51709 -2.97554 0.046 0.056 0.198 0.843
C 1.67732 2.30834 -4.32612 0.012 -0.056 -0.050 -0.333
C 2.97046 2.39020 -4.82547 -0.038 -0.001 -0.001 -0.707
C 4.02832 2.70066 -3.99074 -0.007 -0.014 -0.026 -0.493
C 3.79242 2.91355 -2.63983 0.032 -0.012 0.035 -0.740
C 2.50761 2.80909 -2.13373 -0.085 0.035 0.014 -0.749
C -1.50355 2.38406 -3.37184 0.100 0.069 0.100 1.008
C -1.51176 1.62057 -4.54198 0.025 -0.088 -0.068 -0.388
C -2.60762 1.64591 -5.39271 -0.028 0.012 -0.008 -1.116
C -3.72656 2.40660 -5.08316 0.041 0.062 0.098 -0.526
C -3.74037 3.14574 -3.90562 -0.017 -0.062 -0.115 -0.821
C -2.63948 3.13225 -3.06171 -0.019 0.037 0.104 -0.469
C -1.00108 0.58601 1.27796 0.013 -0.002 0.120 0.492
C -1.13485 0.77982 2.64684 -0.056 -0.038 0.018 -0.831
C -2.19692 0.24875 3.35316 0.036 0.019 -0.028 -0.869
C -3.12260 -0.51447 2.67050 -0.036 -0.033 -0.011 -1.215
C -2.96804 -0.74207 1.31296 -0.073 -0.020 0.044 -0.651
C -1.91358 -0.21655 0.55563 0.181 0.120 0.132 0.431
P -1.98295 -0.41862 -1.29669 -0.024 -0.122 -0.238 1.044
C -0.68037 -1.75367 -1.81330 0.131 0.224 -0.039 1.981
C 0.00345 -2.35582 -0.64938 -0.038 -0.062 0.055 -1.084
C 0.20240 -3.69917 -0.54005 -0.001 0.003 -0.015 -0.449
C -0.26690 -4.59148 -1.52534 -0.033 0.015 -0.051 -1.190
C -0.99560 -4.08508 -2.62113 0.056 -0.006 0.043 -0.603
C -1.25061 -2.75309 -2.74279 -0.066 -0.138 -0.064 -0.958
C -3.49983 -1.45605 -1.44238 -0.010 0.094 -0.060 -0.240
C -3.60560 -2.78705 -1.03171 -0.035 -0.070 -0.011 0.465
C -4.77540 -3.49771 -1.24212 -0.012 0.004 -0.008 -0.830
C -5.85935 -2.89182 -1.87101 0.022 0.035 -0.008 -0.681
C -5.76300 -1.57484 -2.29210 -0.021 -0.037 0.029 -0.403
C -4.58505 -0.86437 -2.08033 -0.023 -0.034 -0.015 -1.096
H 0.11431 3.60239 2.41688 0.004 0.010 0.005 0.351
H -0.48218 5.98617 2.00338 0.001 0.005 -0.006 0.399
H -0.85245 6.77191 -0.31516 -0.005 0.007 -0.005 0.381
H -0.70525 5.17403 -2.20197 -0.004 -0.002 -0.004 0.537
H 0.89611 2.00806 -5.00741 0.076 0.048 0.007 0.443
H 3.13487 2.13605 -5.86348 0.016 -0.006 -0.016 0.354
H 5.03833 2.72049 -4.37863 0.016 0.005 0.003 0.330
H 4.61565 3.12165 -1.96686 0.000 0.014 0.007 0.401
H 2.35393 2.94749 -1.06804 -0.017 0.035 -0.009 0.250
H -0.67994 0.96745 -4.78309 -0.104 -0.059 -0.025 -0.044
H -2.58170 1.04904 -6.29580 0.026 -0.021 0.002 0.487
H -4.58268 2.41630 -5.74681 -0.019 0.000 -0.001 0.354
H -4.61179 3.73160 -3.63707 -0.010 0.005 -0.004 0.380
H -2.68194 3.69550 -2.13768 -0.003 -0.006 -0.016 0.358
H -0.35892 1.33202 3.16016 0.015 0.001 -0.005 0.280
H -2.28029 0.41417 4.42002 0.001 0.002 0.008 0.366
H -3.96478 -0.95782 3.18950 -0.007 -0.005 -0.008 0.417
H -3.71334 -1.34996 0.82449 0.024 0.033 0.060 0.454
H 0.35897 -1.71433 0.15085 -0.021 0.003 -0.040 0.624
H 0.73729 -4.07334 0.32514 0.006 -0.011 0.007 0.443
H -0.06581 -5.65125 -1.44170 -0.003 -0.002 -0.010 0.361
H -1.35422 -4.75768 -3.39137 0.006 -0.024 0.009 0.438
H -1.79575 -2.37571 -3.59927 0.002 0.027 0.002 0.436
H -2.76183 -3.26711 -0.54860 -0.015 0.016 0.027 0.459
H -4.84112 -4.53182 -0.92628 0.006 -0.007 0.011 0.403
H -6.77105 -3.45307 -2.03939 -0.001 0.005 -0.004 0.332
H -6.59787 -1.10009 -2.79316 -0.003 0.004 -0.008 0.411
H -4.49682 0.15904 -2.42997 0.011 -0.001 0.004 0.278
N 4.71757 0.80088 7.51057 0.014 0.006 0.010 -0.644
C 4.48014 0.20317 6.25509 -0.001 0.015 0.019 1.191
C 4.97007 -1.06955 5.97890 0.004 -0.043 -0.044 -0.749
C 4.75856 -1.64375 4.73396 -0.043 0.139 0.049 -0.346
C 4.06853 -0.93878 3.76343 0.096 0.078 0.092 -0.655
C 3.57873 0.33468 4.02089 0.048 -0.034 0.068 -0.212
C 3.78848 0.90070 5.26687 -0.007 0.017 0.008 -0.846
S 3.74821 -1.66417 2.18731 -0.397 -0.125 -0.282 1.471
O 4.19052 -0.70235 1.18847 0.193 0.021 0.303 -0.919
O 4.41270 -2.94663 2.15487 0.020 -0.003 0.087 -0.773
N 2.15840 -1.71217 2.03795 0.337 -0.167 -0.108 0.132
C 1.41651 -2.42729 2.90713 0.088 0.284 -0.019 -0.055
N 0.08181 -2.37702 2.68146 -0.227 -0.127 -0.004 0.153
C -0.69779 -3.04750 3.50509 0.001 0.018 -0.100 -0.073
C -0.22325 -3.77430 4.58900 0.193 -0.005 0.047 -0.975
C 1.15641 -3.74068 4.75436 -0.169 -0.071 0.057 -0.345
N 1.97483 -3.09437 3.94831 0.021 -0.003 -0.042 -0.463
H 4.80866 0.12695 8.25563 -0.002 -0.001 0.002 0.224
H 4.02638 1.49583 7.74942 -0.004 -0.001 0.002 0.230
H 5.50923 -1.61375 6.74718 0.005 -0.006 0.003 0.270
H 5.10215 -2.64204 4.50493 0.008 -0.031 -0.009 0.498
H 3.01983 0.85891 3.25458 -0.007 0.006 -0.011 0.421
H 3.40962 1.89373 5.48472 -0.012 0.006 -0.023 0.297
H -1.76309 -2.99857 3.28795 0.012 -0.006 0.019 0.371
H -0.87810 -4.31966 5.25322 0.012 -0.005 0.015 0.382
H 1.63129 -4.26521 5.58204 -0.035 -0.007 0.013 0.384
S 1.28007 -0.55614 -6.46458 -0.045 0.080 -0.143 -0.776
Sb 1.98776 -2.03951 -4.83525 -0.009 -0.133 0.117 0.188
S 3.96490 -1.23443 -3.88031 0.061 -0.017 -0.104 -0.803
S 0.52849 -0.82705 -2.93538 -0.246 0.277 0.331 0.255

---

Record 3
24
Properties=species:S:1:pos:R:3:forces:R:3:mulliken_charge:R:1 method="wB97M-V/def2-TZVPD" lumo_ha=-0.144 largest_force_ev_per_a=5.0 homo_energy_ev=-13.8 charge=+1 e_tot_ev=-13418.373
C 2.31634 0.93466 0.64329 0.944 1.838 -0.578 -0.227
C -0.14650 -0.18297 -0.27051 1.314 -1.338 1.181 0.236
C 1.15722 -3.39126 1.07406 1.119 1.532 -2.113 -0.926
C -3.54606 2.49354 -1.91698 2.690 0.810 1.230 -1.168
C 2.19553 -2.53681 1.73777 -1.396 1.824 0.581 -0.610
C -2.41961 2.23592 -0.84106 0.463 1.918 -4.625 -0.324
C 2.83111 -0.29676 0.98899 2.361 -1.666 1.477 0.381
N 2.08752 2.03277 0.46289 -0.772 1.530 -0.422 -0.299
N -0.61108 0.56744 -0.98119 -1.736 2.819 -0.911 0.182
N 1.93779 -1.15539 1.18743 0.365 -1.715 0.951 -0.339
N -1.28192 1.55962 -1.50928 0.874 -0.068 -1.967 -0.353
H 0.24229 -3.00526 1.52007 -0.480 -0.570 -0.681 0.259
H 1.30231 -3.13008 -0.06725 -0.939 -1.226 2.044 0.217
H 1.38218 -4.39538 1.34483 -0.374 -0.996 -0.262 0.396
H -3.36798 1.93535 -2.77932 0.163 -1.054 -1.393 0.393
H -4.47272 2.29094 -1.53596 -2.361 -0.809 1.021 0.353
H -3.56092 3.52175 -2.17634 0.125 1.000 -0.373 0.338
H 1.89523 -2.52239 2.79583 0.509 0.422 -0.078 0.278
H 3.21390 -2.82705 1.67535 0.990 -0.199 -0.387 0.501
H -2.06811 3.18119 -0.50704 0.336 0.666 0.689 0.265
H -2.82025 1.69668 -0.11015 -1.077 -2.544 3.185 0.423
H 3.95792 -0.35389 1.22923 -1.746 -0.222 -0.486 0.392
H 0.70141 -0.57177 0.48664 -0.678 -0.978 -0.121 0.326
H -0.92560 1.91913 -2.45131 -0.694 -0.972 2.037 0.307

---

Q: Among the records above, which one has the highest charge?
A: C7H13N4

---

Q: Which value of charge does entry 2 give?
A: -2